(1)
{
  "formula": "C19H33Cl2N2O4Zn",
  "method": "ωB97M-V/def2-TZVPD",
  "charge": -1,
  "fmax_ev_per_a": 3.03,
  "homo_lumo_gap_ev": 6.72,
  "relative_energy_kj_mol": 116.3,
  "e_lumo_ev": 2.577,
  "elements": ["O", "C", "C", "C", "H", "C", "H", "C", "H", "C", "H", "C", "H", "H", "C", "C", "H", "H", "H", "C", "C", "H", "H", "H", "H", "Zn", "Cl", "Cl", "H", "H", "C", "C", "N", "H", "C", "O", "H", "H", "H", "H", "H", "H", "C", "C", "N", "H", "C", "O", "H", "H", "H", "H", "C", "C", "O", "H", "H", "H", "H", "H", "H"],
  "positions_angstrom": [[-0.902, -0.305, -0.964], [-0.069, -0.955, -1.797], [-0.465, -2.447, -1.961], [-0.847, -3.234, -0.878], [-0.783, -2.811, 0.138], [-1.302, -4.549, -1.052], [-1.684, -5.120, -0.194], [-1.280, -5.126, -2.337], [-1.615, -6.154, -2.492], [-0.810, -4.363, -3.419], [-0.751, -4.799, -4.425], [-0.411, -3.033, -3.226], [-0.033, -2.424, -4.061], [-0.151, -0.565, -2.848], [2.188, 0.476, -1.959], [1.542, -0.762, -1.391], [3.030, 0.152, -2.600], [2.600, 1.186, -1.237], [1.479, 0.999, -2.588], [2.295, -1.874, -1.153], [3.792, -1.972, -1.228], [1.816, -2.832, -0.972], [4.062, -2.706, -2.021], [4.226, -2.355, -0.289], [4.319, -1.024, -1.464], [1.299, -0.102, 0.771], [0.183, -1.664, 1.825], [3.459, 0.136, 1.281], [-4.795, -1.698, 0.635], [-4.178, -1.040, 3.155], [-3.699, -1.717, 0.521], [-3.128, -0.958, 2.819], [-3.082, -0.736, 1.392], [-3.433, -1.475, -0.502], [-2.640, 0.454, 0.903], [-2.132, 1.353, 1.547], [-2.640, -0.117, 3.318], [-2.811, 0.537, -0.188], [-3.343, -2.728, 0.769], [-2.619, -1.902, 3.077], [0.938, 5.454, -0.034], [-1.537, 5.227, -1.038], [1.137, 4.575, -0.673], [-1.167, 4.321, -1.527], [-0.062, 3.743, -0.769], [1.968, 3.984, -0.262], [-0.095, 2.500, -0.275], [0.884, 1.929, 0.271], [-1.972, 3.584, -1.601], [-1.064, 1.997, -0.389], [1.401, 4.953, -1.672], [-0.834, 4.596, -2.533], [1.707, 2.839, 4.774], [1.272, 2.430, 3.372], [1.000, 1.045, 3.257], [0.927, 2.593, 5.493], [1.878, 3.921, 4.772], [2.626, 2.336, 5.057], [0.359, 2.955, 3.072], [2.074, 2.664, 2.643], [1.873, 0.609, 3.157]],
  "atomic_forces_ev_per_a": [[0.409, 0.321, -0.038], [0.354, -0.023, 0.903], [0.815, 0.082, -0.211], [-0.489, -0.294, 0.674], [-0.251, -0.133, -0.800], [0.165, 0.081, -0.654], [0.316, 0.225, -0.372], [0.108, 0.503, 0.142], [0.076, 0.275, 0.028], [0.006, -0.007, 0.095], [-0.079, 0.108, 0.426], [-0.132, -0.267, 0.015], [-0.255, -0.336, 0.254], [0.594, 0.038, 0.128], [0.813, -0.004, -0.286], [-0.986, -2.024, -2.021], [-0.306, 0.327, 0.121], [-0.113, -0.188, -0.021], [-0.265, 0.200, -0.098], [-0.069, 0.962, -0.139], [0.620, 0.087, -0.081], [-0.233, 0.165, 0.113], [-0.235, 0.292, 0.371], [-0.242, 0.154, -0.279], [-0.499, -0.539, 0.248], [-1.024, 0.291, -0.120], [0.042, -0.294, 0.779], [0.517, 0.331, 0.438], [0.099, -0.082, -0.022], [0.225, 0.087, -0.049], [-0.014, 0.249, 0.408], [-0.035, -0.317, 0.056], [-0.134, 0.412, 0.149], [0.112, -0.123, -0.155], [-0.354, -0.591, -0.619], [-0.110, 0.226, 0.396], [-0.033, -0.249, -0.089], [0.153, -0.124, 0.260], [0.022, 0.284, -0.130], [-0.019, 0.375, -0.062], [0.105, -0.345, -0.114], [-0.032, -0.083, 0.034], [-0.078, 0.000, 0.015], [0.069, -0.402, 0.351], [0.683, 0.565, -0.126], [-0.382, 0.199, -0.116], [0.433, -1.361, 0.511], [-1.106, 1.117, -0.619], [0.113, 0.173, 0.024], [0.454, -0.099, -0.009], [0.010, -0.182, 0.217], [0.011, -0.117, 0.052], [-0.340, 0.176, -0.424], [0.476, -0.077, -0.483], [0.630, -0.180, 0.148], [0.017, 0.023, 0.084], [0.031, -0.047, 0.196], [0.164, -0.085, 0.063], [0.121, -0.059, 0.051], [-0.370, 0.232, 0.257], [-0.580, 0.071, 0.129]],
  "mulliken_charge": [-0.42, -0.25, -0.21, 0.73, -0.09, -0.96, 0.38, -0.36, 0.35, -0.64, 0.34, -0.29, 0.33, 0.13, -1.69, 1.22, 0.54, 0.27, 0.35, -0.06, -1.57, 0.38, 0.39, 0.32, 0.34, 0.85, -0.75, -0.56, 0.33, 0.32, -1.04, -0.98, 0.48, 0.29, -0.31, -0.68, 0.23, 0.63, 0.30, 0.30, 0.31, 0.33, -0.99, -0.97, 0.29, 0.24, 0.80, -0.51, 0.27, -0.25, 0.33, 0.32, -1.30, -0.04, -0.37, 0.30, 0.38, 0.33, 0.27, 0.18, 0.10]
}

---

(2)
{
  "formula": "C19H34Al2CaF4NO15PS",
  "method": "ωB97M-V/def2-TZVPD",
  "charge": 2,
  "fmax_ev_per_a": 5.91,
  "homo_lumo_gap_ev": 3.69,
  "e_lumo_ev": -9.766,
  "elements": ["C", "C", "C", "C", "C", "C", "C", "C", "C", "P", "O", "O", "C", "C", "O", "C", "C", "C", "O", "O", "C", "O", "H", "H", "H", "H", "H", "H", "H", "H", "H", "H", "H", "H", "H", "H", "H", "H", "H", "H", "H", "H", "H", "H", "H", "H", "H", "O", "S", "O", "O", "O", "C", "O", "C", "O", "O", "C", "H", "H", "H", "H", "H", "H", "Ca", "F", "Al", "F", "F", "F", "Al", "C", "N", "O", "O", "H", "H", "H"],
  "positions_angstrom": [[4.877, -3.393, 1.152], [4.946, -1.771, 1.154], [3.554, -1.040, 0.696], [3.105, -1.514, -0.777], [2.294, -0.472, -1.653], [1.082, 0.271, -1.420], [0.354, 0.363, -0.024], [-1.029, -0.390, 0.205], [-1.875, -0.666, -1.129], [-3.662, -1.081, -0.627], [-4.587, -0.029, -1.300], [-4.162, -2.597, -1.200], [-5.229, -3.180, -0.387], [-6.323, -3.983, -1.292], [-3.882, -1.005, 1.086], [-4.492, 0.281, 1.420], [-4.505, 0.453, 3.010], [0.762, 0.855, -2.882], [-0.235, 0.480, -3.530], [2.002, 1.289, -3.382], [2.796, 0.132, -3.040], [3.929, 0.067, -3.566], [5.156, -3.731, 2.217], [5.619, -3.769, 0.374], [3.787, -3.699, 0.875], [5.213, -1.395, 2.210], [5.783, -1.351, 0.476], [2.783, -1.241, 1.517], [3.794, 0.082, 0.600], [4.004, -1.868, -1.375], [2.376, -2.448, -0.706], [0.134, 1.503, 0.118], [1.105, 0.120, 0.779], [-1.673, 0.261, 0.895], [-0.845, -1.363, 0.784], [-1.389, -1.452, -1.796], [-1.947, 0.346, -1.677], [-5.849, -2.390, 0.184], [-4.719, -3.919, 0.342], [-5.800, -4.281, -2.260], [-6.671, -4.859, -0.652], [-7.175, -3.250, -1.546], [-3.996, 1.181, 0.928], [-5.591, 0.213, 1.068], [-4.874, -0.471, 3.587], [-5.100, 1.394, 3.335], [-3.419, 0.649, 3.347], [-8.280, 0.970, -1.484], [-7.458, 1.862, -0.659], [-6.273, 2.288, -1.416], [-7.031, 1.153, 0.555], [-8.246, 3.046, -0.296], [4.400, 1.962, -5.093], [4.696, 2.965, -6.062], [5.179, 4.106, -5.541], [5.370, 4.324, -4.368], [5.413, 4.957, -6.551], [5.934, 6.222, -6.142], [4.018, 1.089, -5.621], [5.304, 1.671, -4.553], [3.633, 2.311, -4.402], [6.898, 6.099, -5.644], [5.226, 6.739, -5.491], [6.083, 6.826, -7.038], [2.130, -3.823, 0.851], [-5.543, 0.744, 6.254], [-4.525, 2.183, 6.501], [-5.553, 3.557, 6.920], [-3.670, 2.532, 4.983], [-3.356, 1.884, 7.792], [-6.378, 1.832, 4.125], [4.791, -1.655, 5.547], [4.163, -2.710, 4.708], [3.779, -2.390, 3.580], [4.071, -3.817, 5.192], [4.805, -0.722, 4.986], [4.191, -1.553, 6.451], [5.805, -1.981, 5.780]],
  "atomic_forces_ev_per_a": [[1.192, 1.654, 0.373], [-0.093, 1.093, -0.106], [1.574, -0.320, -0.399], [-0.648, 0.443, -0.349], [-2.637, 2.304, -0.733], [2.646, -2.303, 0.216], [-0.355, 1.800, -0.754], [-0.262, -0.203, 0.076], [0.548, 0.298, 1.000], [-4.262, 1.949, -2.237], [2.707, -2.535, 2.027], [1.221, 2.126, 2.148], [-1.779, -1.341, 0.666], [1.103, 1.303, 0.306], [1.248, 0.204, -2.609], [-2.257, 0.550, 1.070], [2.138, -0.882, -0.391], [-2.704, -2.810, -0.585], [3.922, 2.600, 2.520], [-1.529, -2.845, 0.431], [5.464, 1.638, 0.000], [-5.059, -1.392, 2.720], [-0.791, 0.005, -1.974], [-1.401, -0.015, 0.973], [5.178, 0.260, 0.353], [-0.593, -0.717, -1.840], [-1.380, -1.090, 0.842], [0.644, 0.564, -0.968], [-0.721, -1.675, 0.498], [-1.124, 0.444, 0.683], [0.882, 1.231, -0.687], [0.448, -1.965, -0.300], [-0.768, 0.131, -0.865], [1.097, -1.011, -0.900], [-0.292, 1.119, -0.763], [-0.815, 1.064, 0.811], [-0.225, -1.859, 0.611], [1.423, -1.109, -0.777], [-0.928, 1.304, -1.029], [-0.880, 0.030, 1.338], [0.293, 1.125, -1.194], [1.264, -1.392, 0.387], [-0.532, -1.330, 0.589], [2.321, 0.278, 0.454], [0.228, 1.403, -0.941], [3.479, -2.153, -2.339], [-1.827, -0.130, -0.173], [-0.059, 0.460, 0.505], [-0.073, -0.796, 0.113], [-0.254, 0.416, 0.533], [-0.622, 0.339, -0.610], [0.378, -0.155, -0.694], [0.156, 0.148, -0.233], [0.133, 0.373, 0.114], [0.045, 0.176, -0.365], [-0.117, -0.170, -0.342], [-0.156, -0.490, 0.380], [0.199, 0.500, 0.049], [0.120, 0.341, -0.257], [-0.102, 0.195, -0.052], [0.342, 0.188, -0.145], [-0.188, -0.014, 0.074], [0.140, -0.139, 0.044], [-0.117, -0.300, -0.032], [-3.205, 0.013, 0.772], [0.513, 1.417, -1.128], [1.190, 1.121, 2.463], [0.983, -1.871, -1.049], [-1.448, -0.654, 0.899], [-1.422, 0.156, -1.844], [-2.957, 1.063, 2.419], [0.130, 0.485, -0.090], [0.091, -0.599, 1.076], [-0.622, -0.383, 0.001], [-0.126, 0.748, -0.875], [-0.059, -0.175, 0.038], [0.110, -0.148, -0.038], [-0.162, -0.087, 0.095]],
  "mulliken_charge": [-0.77, -0.51, -0.47, 0.45, -0.65, 0.79, -0.91, 0.14, -0.64, 0.78, -0.63, -0.36, 0.00, -1.00, -0.44, 0.00, -1.21, 0.35, -0.44, -0.21, 0.05, -0.52, 0.35, 0.34, -0.11, 0.23, 0.48, 0.31, 0.45, 0.24, -0.25, 0.39, 0.22, 0.07, 0.02, 0.37, 0.35, 0.13, 0.27, 0.26, 0.32, 0.26, 0.38, 0.41, 0.46, 0.50, 0.37, -0.36, 1.27, -0.29, -0.35, -0.34, -0.68, -0.32, 0.72, -0.55, -0.32, -0.62, 0.33, 0.32, 0.38, 0.29, 0.29, 0.22, 1.82, -0.42, 0.87, -0.41, -0.43, -0.44, 0.36, -0.72, 0.71, -0.43, -0.46, 0.32, 0.31, 0.32]
}

---

(3)
{
  "formula": "C19H34F2NO18",
  "method": "ωB97M-V/def2-TZVPD",
  "charge": 1,
  "fmax_ev_per_a": 1.81,
  "homo_lumo_gap_ev": 11.11,
  "e_lumo_ev": -1.906,
  "elements": ["N", "H", "H", "H", "H", "C", "C", "O", "C", "O", "O", "F", "H", "H", "H", "C", "C", "O", "C", "O", "O", "F", "H", "H", "H", "C", "O", "C", "O", "O", "C", "H", "H", "H", "H", "H", "H", "C", "O", "C", "O", "O", "C", "H", "H", "H", "H", "H", "H", "C", "O", "C", "O", "O", "C", "H", "H", "H", "H", "H", "H", "C", "C", "C", "O", "C", "O", "O", "H", "H", "H", "H", "H", "H"],
  "positions_angstrom": [[0.365, 0.615, -1.108], [-0.537, 0.628, -0.619], [0.508, -0.365, -1.364], [1.018, 0.988, -0.396], [0.284, 1.165, -1.962], [2.327, -0.856, 4.253], [1.019, -1.593, 4.095], [1.068, -1.981, 2.747], [1.822, -1.060, 2.076], [1.886, -0.949, 0.903], [2.503, -0.294, 2.953], [-0.014, -0.679, 4.188], [3.168, -1.536, 4.456], [2.456, -0.119, 5.043], [0.810, -2.401, 4.785], [0.597, -4.218, -0.712], [2.003, -4.714, -0.972], [2.568, -3.671, -1.733], [1.775, -2.576, -1.686], [2.058, -1.537, -2.183], [0.653, -2.830, -1.005], [1.984, -5.881, -1.656], [0.151, -4.500, 0.239], [-0.100, -4.659, -1.437], [2.628, -4.817, -0.082], [5.031, 1.804, -0.240], [4.466, 2.212, 0.979], [3.159, 2.314, 1.027], [2.407, 1.957, 0.139], [2.806, 2.871, 2.165], [1.415, 3.081, 2.387], [5.015, 2.600, -0.993], [4.525, 0.930, -0.651], [6.087, 1.558, -0.148], [1.283, 3.082, 3.464], [0.810, 2.322, 1.899], [1.115, 4.054, 1.997], [-1.253, 4.791, -0.151], [0.088, 4.748, -0.604], [0.354, 4.031, -1.678], [-0.359, 3.138, -2.096], [1.472, 4.458, -2.210], [2.114, 3.626, -3.163], [-1.406, 5.701, 0.423], [-1.450, 3.952, 0.525], [-1.966, 4.767, -0.974], [2.591, 4.289, -3.885], [1.426, 2.960, -3.676], [2.933, 3.063, -2.713], [-3.269, 1.272, -1.601], [-3.622, 0.812, -2.916], [-2.718, 0.055, -3.509], [-1.661, -0.311, -3.049], [-3.162, -0.230, -4.730], [-2.394, -1.184, -5.468], [-4.070, 1.942, -1.306], [-2.339, 1.837, -1.655], [-3.207, 0.413, -0.939], [-1.328, -1.003, -5.391], [-2.811, -1.168, -6.469], [-2.586, -2.193, -5.083], [-4.592, -1.911, 3.183], [-3.134, -2.275, 3.064], [-2.872, -3.528, 2.172], [-2.300, -2.995, 0.997], [-2.036, -1.687, 1.143], [-1.545, -1.003, 0.304], [-2.410, -1.256, 2.359], [-4.626, -0.843, 3.419], [-5.132, -2.466, 3.945], [-5.111, -2.009, 2.227], [-2.633, -2.445, 4.016], [-3.834, -4.005, 1.971], [-2.265, -4.288, 2.665]],
  "atomic_forces_ev_per_a": [[-1.110, -0.357, 0.751], [-0.153, -0.136, -0.494], [0.510, 0.082, 0.158], [0.557, -0.215, -0.877], [0.084, 0.294, 0.234], [1.223, -0.463, 0.534], [-0.081, 1.144, 0.022], [-0.149, -0.374, 0.050], [0.374, 0.326, 0.519], [-0.128, -0.150, -0.426], [-0.129, -0.067, -0.097], [-0.040, -0.206, 0.272], [-0.325, -0.256, -0.302], [-0.812, 0.358, -0.258], [0.086, -0.318, -0.233], [-1.156, -0.834, -0.751], [0.072, 0.342, 0.516], [0.127, -0.117, -0.259], [0.244, -0.462, -0.043], [-0.141, 0.421, -0.071], [-0.125, 0.168, 0.438], [0.165, 0.167, -0.101], [0.435, 0.739, 0.373], [0.351, -0.111, -0.129], [-0.055, -0.370, -0.040], [0.417, -0.481, -1.698], [0.487, 0.289, 0.751], [-0.264, -0.054, -0.509], [-0.028, 0.283, 0.160], [0.143, -0.058, 0.190], [-0.311, 0.306, -0.030], [-0.368, 0.077, 0.230], [-0.105, 0.066, 0.114], [-0.110, 0.028, 0.765], [-0.058, -0.133, 0.007], [0.048, -0.168, 0.146], [0.140, -0.004, -0.060], [-0.711, -0.479, 0.470], [0.319, 0.860, 0.127], [-0.690, -0.437, -0.104], [0.248, 0.054, 0.021], [0.400, 0.017, 0.320], [0.748, -0.017, -0.820], [0.319, 0.127, -0.129], [-0.001, -0.034, -0.190], [0.122, -0.056, -0.065], [-0.265, 0.032, -0.019], [-0.124, 0.052, 0.079], [-0.290, -0.096, 0.354], [-0.126, -0.029, -0.342], [-0.115, 0.288, 0.244], [0.115, -0.154, -0.556], [0.056, 0.105, 0.268], [0.017, -0.019, 0.162], [-0.413, -0.736, 0.184], [-0.088, -0.064, 0.037], [0.069, -0.085, 0.126], [0.153, 0.115, 0.166], [0.012, 0.264, -0.264], [0.355, 0.270, -0.147], [0.038, 0.173, 0.157], [0.088, 0.996, -0.199], [0.449, -1.250, -0.340], [-1.123, 0.164, 1.037], [0.289, -0.328, -0.446], [-0.285, -0.124, 0.627], [0.212, 0.257, -0.196], [-0.044, 0.197, -0.164], [-0.185, -0.156, 0.256], [0.122, -0.143, 0.057], [0.084, -0.199, -0.012], [-0.182, 0.418, 0.186], [0.125, 0.025, -0.443], [0.487, 0.234, -0.296]],
  "mulliken_charge": [1.07, 0.35, -0.11, -0.09, 0.29, -0.62, 0.34, -0.22, 0.40, -0.26, -0.34, -0.26, 0.31, 0.35, 0.30, -0.41, 0.29, -0.39, 0.59, -0.54, -0.07, -0.29, 0.23, 0.27, 0.27, -0.62, -0.38, 0.69, -0.57, -0.38, -0.53, 0.27, 0.22, 0.27, 0.33, 0.08, 0.32, -0.74, -0.36, 1.02, -0.64, -0.37, -0.60, 0.28, 0.25, 0.35, 0.32, 0.32, 0.14, 0.06, -0.36, 0.80, -0.49, -0.37, -0.64, 0.32, -0.11, 0.00, 0.27, 0.25, 0.29, -1.43, 0.41, -0.52, -0.32, 0.47, -0.48, -0.30, 0.33, 0.41, 0.35, 0.33, 0.32, 0.29]
}